{
  "formula": "C2H6N2S3",
  "method": "ωB97M-V/def2-TZVPD",
  "species": ["C", "S", "N", "S", "C", "N", "S", "H", "H", "H", "H", "H", "H"],
  "xyz": [[-1.758, 0.342, 0.471], [-0.503, 0.735, -0.863], [1.041, 0.755, -0.215], [1.961, 2.104, -0.031], [1.918, -0.682, -0.197], [1.170, -1.781, -0.449], [3.486, -0.551, 0.145], [-2.650, 0.571, -0.237], [-1.955, 1.140, 1.227], [-1.786, -0.692, 0.910], [2.521, 2.338, -1.219], [0.190, -1.601, -0.492], [1.589, -2.736, -0.632]],
  "mulliken_charge": [-0.76, -0.08, -0.15, -0.16, 0.48, -0.30, -0.33, 0.25, 0.30, 0.27, 0.12, 0.12, 0.24],
  "lumo_ev": 0.6,
  "gap_ev": 8.7260,
  "smiles": "CSN(S)C(N)=S",
  "e_tot_ev": -37655.3066,
  "multiplicity": 1,
  "homo_energy_ev": -8.1
}


{
  "formula": "CH2Cl3P",
  "method": "ωB97M-V/def2-TZVPD",
  "species": ["C", "P", "Cl", "Cl", "Cl", "H", "H"],
  "xyz": [[-0.295, -0.822, -0.940], [0.175, 0.239, 0.316], [1.318, -0.819, 1.533], [1.267, 1.833, -0.230], [-1.210, 1.362, 1.768], [-0.370, -0.248, -1.865], [-0.884, -1.545, -0.583]],
  "mulliken_charge": [-0.66, 0.65, -0.14, -0.15, -0.30, 0.27, 0.33],
  "lumo_ev": -0.8,
  "gap_ev": 8.2474,
  "smiles": "C=P(Cl)(Cl)Cl",
  "e_tot_ev": -47925.3410,
  "multiplicity": 1,
  "homo_energy_ev": -9.0
}